Run a
A 2-piece molecular cluster, C3H11NOS overall. Source: the OMol25 dataset; level of theory: ωB97M-V/def2-TZVPD.

```
17
Properties=species:S:1:pos:R:3:mulliken_charge:R:1
C 1.486 0.285 1.468 -0.74
S 1.448 2.084 1.801 -0.10
C -0.084 2.597 0.961 -0.57
H 1.726 -0.262 2.375 0.34
H 2.004 0.093 0.539 0.28
H 0.465 -0.079 1.290 0.17
H 0.299 3.112 0.086 0.24
H -0.623 1.701 0.683 0.11
H -0.714 3.225 1.580 0.28
N -1.186 -1.751 -2.952 -0.53
C -1.400 -2.798 -2.026 -0.17
O -1.469 -2.299 -0.682 -0.53
H -1.218 -1.875 -3.947 0.20
H -0.353 -1.215 -2.717 0.19
H -2.356 -3.327 -2.115 0.30
H -0.668 -3.609 -1.995 0.25
H -1.933 -1.455 -0.744 0.30
```

Calculated values
SMILES = CSC.NCO
E_LUMO = 0.0290 Eh
E_HOMO = -8.40 eV
HOMO-LUMO gap = 9.19 eV
2S+1 = 1

---

Run b
A 2-piece molecular cluster, C3H11NOS overall. Source: the OMol25 dataset; level of theory: ωB97M-V/def2-TZVPD.

```
17
Properties=species:S:1:pos:R:3:mulliken_charge:R:1
C -1.946 1.032 -1.298 -0.93
C -2.172 -0.176 -0.476 -0.39
S -2.373 0.034 1.370 -0.25
H -0.877 1.375 -1.485 0.24
H -2.300 0.858 -2.393 0.25
H -2.501 1.930 -0.954 0.31
H -1.292 -0.931 -0.582 0.29
H -3.103 -0.678 -0.861 0.35
H -3.048 -1.191 1.402 0.13
N 2.877 -0.481 1.555 -0.56
C 2.576 -0.176 0.154 -0.25
O 1.085 -0.062 -0.091 -0.48
H 2.702 -1.443 1.811 0.21
H 3.815 -0.279 1.859 0.22
H 2.872 -1.024 -0.407 0.26
H 2.975 0.762 -0.293 0.31
H 0.706 0.450 0.690 0.29
```

Calculated values
SMILES = CCS.NCO
E_LUMO = 0.0334 Eh
E_HOMO = -8.83 eV
HOMO-LUMO gap = 9.73 eV
2S+1 = 1

---

Unit: hartree. Relative energies: run a 0.0000; run b 0.0084.

---

Run a
An isolated ion of composition CH4N3O3 and charge -1. Source: the OMol25 dataset; level of theory: ωB97M-V/def2-TZVPD.

```
11
Properties=species:S:1:pos:R:3:mulliken_charge:R:1
C -1.871 0.628 0.277 -0.78
N 0.426 -0.512 0.091 -0.05
N 0.162 0.325 -0.934 -0.30
N 1.574 -1.060 0.097 0.50
O 2.654 -0.541 -0.860 -0.53
O 1.979 -1.769 1.080 -0.81
O -1.205 0.728 -0.901 -0.28
H -1.691 1.421 0.928 0.30
H -1.778 -0.318 0.719 0.30
H -2.908 0.639 0.120 0.30
H 2.659 0.461 -0.617 0.34
```

Calculated values
SMILES = CO/N=N/N([O-])O
E_LUMO = 0.1522 Eh
Total charge = -1
E_HOMO = -2.13 eV
HOMO-LUMO gap = 6.27 eV
2S+1 = 1

---

Run b
A 2-piece molecular cluster, CH4N3O3 overall. Source: the OMol25 dataset; level of theory: ωB97M-V/def2-TZVPD.

```
11
Properties=species:S:1:pos:R:3:mulliken_charge:R:1
C 1.561 0.774 -0.011 0.65
N -1.437 0.062 0.577 -0.36
N -0.787 -0.591 -0.322 -0.43
N 1.029 -0.409 0.652 -0.16
O 0.981 1.856 0.263 -0.71
O 2.653 0.553 -0.628 -0.80
O 1.734 -1.520 0.489 -0.38
H -1.101 1.023 0.791 0.31
H -1.387 -0.476 1.374 0.29
H -0.652 0.037 -1.080 0.25
H 2.483 -1.303 -0.131 0.34
```

Calculated values
E_LUMO (alpha / beta) = 0.1627 / 0.1626 Eh
Total charge = -1
E_HOMO (alpha / beta) = -3.43 / -3.57 eV
HOMO-LUMO gap (alpha / beta) = 7.85 / 8.00 eV
2S+1 = 1

---

Unit: hartree. Relative energies: run a 0.1306; run b 0.0000.

---

Run a
A 2-piece molecular cluster, C4H11NSi overall. Source: the OMol25 dataset; level of theory: ωB97M-V/def2-TZVPD.

```
17
Properties=species:S:1:pos:R:3:mulliken_charge:R:1
C -2.338 0.495 -1.170 -0.75
C -1.567 1.030 -0.199 -0.10
C 2.041 -0.512 -1.066 -0.62
C 1.289 -1.551 -0.331 -0.83
N 0.091 0.926 2.331 -0.42
Si -0.883 0.137 1.215 0.25
H -2.788 1.068 -2.037 0.24
H -2.951 -0.335 -1.048 0.29
H -1.003 1.904 -0.343 0.34
H 2.358 0.237 -0.324 0.18
H 2.735 -0.771 -1.768 0.38
H 1.146 0.048 -1.542 0.14
H 1.778 -2.115 0.360 0.41
H 0.607 -2.074 -1.129 0.20
H 0.805 1.486 1.858 0.24
H 0.520 0.564 3.168 0.24
H -1.838 -0.538 2.026 -0.16
```

Calculated values
E_LUMO (alpha / beta) = 0.0087 / 0.0101 Eh
E_HOMO (alpha / beta) = -7.51 / -6.41 eV
HOMO-LUMO gap (alpha / beta) = 7.75 / 6.69 eV
2S+1 = 1

---

Run b
A 2-piece molecular cluster, C4H11NSi overall. Source: the OMol25 dataset; level of theory: ωB97M-V/def2-TZVPD.

```
17
Properties=species:S:1:pos:R:3:mulliken_charge:R:1
C -2.411 0.611 -0.201 -0.29
C 0.533 -1.741 0.717 -0.98
C 1.163 1.223 1.338 -1.01
C 1.096 0.285 -1.596 -1.13
N -3.070 -0.394 -0.530 -0.47
Si 0.488 0.012 0.130 0.41
H -2.897 1.628 -0.293 0.23
H -0.222 -2.199 0.113 0.28
H 1.536 -2.159 0.502 0.33
H 0.421 -1.923 1.748 0.37
H 1.553 0.700 2.258 0.32
H 1.865 1.828 0.778 0.29
H 0.275 1.714 1.771 0.32
H 2.102 -0.074 -1.743 0.39
H 0.641 -0.338 -2.384 0.35
H 0.978 1.241 -1.983 0.38
H -4.050 -0.413 -0.625 0.20
```

Calculated values
E_LUMO = 0.0281 Eh
E_HOMO = -6.84 eV
HOMO-LUMO gap = 7.61 eV
2S+1 = 1

---

Unit: hartree. Relative energies: run a 0.0367; run b 0.0000.

---

Run a
A 2-piece molecular cluster, C2H7ClOSi overall. Source: the OMol25 dataset; level of theory: ωB97M-V/def2-TZVPD.

```
12
Properties=species:S:1:pos:R:3:mulliken_charge:R:1
C -1.054 0.241 -0.245 -0.53
C -1.886 -0.061 1.052 -1.01
O 1.425 1.123 1.408 -0.49
Si 0.778 0.104 0.459 0.47
Cl 3.663 0.079 -2.216 -0.24
H -1.150 -0.519 -0.966 0.36
H -1.182 1.315 -0.667 0.30
H 4.509 -0.470 -3.036 0.24
H -1.298 0.265 1.821 0.35
H -2.795 0.456 0.989 0.32
H -2.204 -1.173 1.148 0.27
H 1.194 -1.360 0.254 -0.04
```

Calculated values
SMILES = CC[SiH]=O.Cl
E_LUMO = -0.0035 Eh
E_HOMO = -9.93 eV
HOMO-LUMO gap = 9.84 eV
2S+1 = 1

---

Run b
A 2-piece molecular cluster, C2H7ClOSi overall. Source: the OMol25 dataset; level of theory: ωB97M-V/def2-TZVPD.

```
12
Properties=species:S:1:pos:R:3:mulliken_charge:R:1
C 1.498 0.670 -0.743 -0.52
C -1.183 0.261 1.658 -0.98
O 1.014 -0.546 -1.120 -0.18
Si -0.583 -0.918 -0.978 0.43
Cl -0.800 -2.840 -0.333 -0.21
H 1.286 1.540 -1.425 0.25
H 2.598 0.500 -0.713 0.23
H 1.163 0.957 0.346 0.19
H -0.984 -0.511 2.433 0.24
H -0.428 0.950 1.573 0.30
H -2.124 0.725 1.424 0.34
H -1.456 -0.788 -2.122 -0.08
```

Calculated values
E_LUMO (alpha / beta) = -0.0054 / -0.0054 Eh
E_HOMO (alpha / beta) = -8.09 / -8.09 eV
HOMO-LUMO gap (alpha / beta) = 7.95 / 7.94 eV
2S+1 = 1

---

Unit: hartree. Relative energies: run a 0.0000; run b 0.0195.